No. 1
{"formula": "C34H48N6O3STi", "method": "ωB97M-V/def2-TZVPD", "species": ["Ti", "C", "C", "C", "N", "C", "C", "C", "C", "C", "C", "C", "N", "C", "C", "C", "N", "C", "C", "C", "C", "C", "C", "C", "N", "C", "C", "H", "H", "H", "H", "H", "H", "H", "H", "H", "H", "H", "H", "H", "H", "H", "H", "H", "H", "H", "H", "H", "H", "H", "H", "H", "H", "C", "O", "C", "C", "O", "C", "C", "O", "C", "H", "H", "H", "H", "H", "H", "H", "H", "H", "H", "H", "H", "H", "H", "C", "C", "C", "C", "N", "C", "S", "N", "C", "H", "H", "H", "H", "H", "H", "H", "H"], "coordinates": [[0.211856, -0.914390, 0.682875], [2.700405, 2.266043, 0.539643], [2.977100, 1.764495, 1.958269], [1.794653, 0.995482, 2.539558], [1.618376, -0.364061, 2.012329], [2.490536, -1.321671, 2.391873], [3.434217, -1.147038, 3.405548], [4.463556, -1.967641, 3.852715], [4.900316, -3.176732, 3.352705], [4.303955, -3.900709, 2.329761], [3.111115, -3.666110, 1.675200], [2.187519, -2.613112, 1.789328], [0.960246, -2.662910, 1.238801], [0.293154, -3.959066, 1.064099], [-0.275835, -4.218483, -0.319649], [-1.249008, -3.112941, -0.701434], [-0.490664, -1.882667, -0.912870], [-0.001365, -1.573920, -2.125287], [-0.501570, -2.138598, -3.308711], [-0.209825, -1.886737, -4.635842], [0.719958, -1.021943, -5.189990], [1.624763, -0.251960, -4.488519], [1.824347, -0.136861, -3.118743], [1.146723, -0.693605, -2.032406], [1.549018, -0.484289, -0.744245], [2.957900, -0.069601, -0.576668], [3.289382, 1.421998, -0.581593], [3.098388, 3.276180, 0.425868], [1.622456, 2.365905, 0.396578], [3.157473, 2.617453, 2.615569], [3.890367, 1.162556, 1.990594], [0.884588, 1.546870, 2.315233], [1.846313, 0.949678, 3.633268], [3.383808, -0.195502, 3.916287], [5.034800, -1.562698, 4.679677], [5.793689, -3.597541, 3.794751], [4.819749, -4.804124, 2.026159], [2.837953, -4.427825, 0.956742], [-0.529723, -3.978318, 1.788258], [0.963806, -4.762672, 1.358183], [-0.796228, -5.177988, -0.293770], [0.517650, -4.294828, -1.067880], [-1.952895, -2.946774, 0.112913], [-1.860107, -3.382012, -1.559334], [-1.280609, -2.873423, -3.176879], [-0.803536, -2.455759, -5.342079], [0.759615, -0.968887, -6.270082], [2.304258, 0.341164, -5.090051], [2.641225, 0.516496, -2.859748], [3.538306, -0.561374, -1.361958], [3.320038, -0.501384, 0.350756], [3.011489, 1.884078, -1.530641], [4.381801, 1.474812, -0.527047], [-3.090007, -0.190602, -0.555488], [-2.367867, -0.711863, 0.561363], [-3.210483, -0.881725, 1.689330], [-2.512658, -1.849265, 2.614528], [-1.127664, -1.524754, 2.719430], [-0.806510, -0.785241, 3.902853], [-1.405971, 0.608005, 3.865328], [-1.221241, 1.127425, 2.566037], [-1.806400, 2.417394, 2.422663], [-3.955139, -0.828266, -0.757805], [-2.417458, -0.190577, -1.408369], [-3.405338, 0.833538, -0.363942], [-4.165312, -1.319992, 1.380389], [-3.416797, 0.085494, 2.152956], [-2.562752, -2.861024, 2.210266], [-2.979665, -1.861244, 3.601393], [0.276700, -0.751352, 3.939332], [-1.164245, -1.330589, 4.779497], [-0.916706, 1.235245, 4.620836], [-2.475879, 0.589496, 4.108354], [-1.321803, 3.138210, 3.087921], [-1.672222, 2.713042, 1.386313], [-2.874281, 2.380420, 2.662133], [-1.269916, 5.009591, -4.898561], [-1.945819, 4.286549, -3.785150], [-3.278123, 4.356912, -3.490619], [-3.751901, 3.621038, -2.389150], [-2.960673, 2.870223, -1.634357], [-1.653584, 2.796499, -1.916660], [-0.519642, 1.929215, -1.008154], [-1.178698, 3.502392, -2.993395], [-5.193702, 3.666482, -2.003255], [-1.996525, 5.551327, -5.497245], [-0.738099, 4.309141, -5.544087], [-0.545838, 5.723292, -4.501969], [-3.940437, 4.965863, -4.085957], [-0.183859, 3.430814, -3.160856], [-5.796903, 4.205566, -2.728990], [-5.287568, 4.154835, -1.032065], [-5.574510, 2.651460, -1.892999]], "atomic_forces_ev_per_a": [[-0.51, 0.06, 0.16], [0.00, 0.04, -0.02], [0.03, 0.00, 0.04], [-0.10, -0.01, 0.03], [0.05, -0.10, -0.10], [-0.18, -0.24, 0.25], [0.14, 0.14, -0.19], [0.00, -0.01, 0.01], [-0.01, 0.00, 0.00], [0.02, 0.00, 0.00], [-0.12, -0.04, 0.08], [0.16, 0.04, -0.02], [0.21, 0.01, 0.01], [-0.01, 0.03, 0.06], [-0.01, -0.05, -0.01], [-0.05, 0.07, -0.01], [0.12, -0.15, -0.18], [0.12, -0.14, -0.02], [-0.04, 0.11, -0.01], [-0.01, -0.04, 0.01], [0.04, 0.04, 0.01], [-0.01, -0.03, -0.03], [-0.03, -0.06, 0.07], [0.00, 0.10, -0.06], [-0.19, 0.19, -0.03], [0.02, -0.02, 0.00], [0.04, -0.02, -0.03], [0.02, -0.02, 0.00], [0.00, 0.01, 0.00], [-0.03, 0.00, 0.01], [0.01, 0.00, -0.01], [0.03, 0.01, -0.01], [0.02, 0.02, -0.01], [0.00, 0.00, 0.00], [0.01, 0.00, 0.00], [0.00, 0.00, 0.00], [0.00, 0.00, 0.00], [-0.01, -0.01, -0.01], [0.00, 0.00, -0.02], [0.00, -0.02, 0.01], [0.00, 0.01, 0.00], [0.00, 0.01, 0.00], [0.00, -0.01, 0.00], [0.02, -0.02, -0.01], [-0.01, 0.00, 0.01], [0.00, 0.00, -0.01], [0.00, -0.01, 0.00], [0.00, 0.00, -0.01], [0.00, 0.01, 0.00], [0.00, 0.01, 0.00], [0.00, 0.01, 0.01], [-0.03, -0.01, 0.00], [0.00, 0.01, 0.00], [0.02, -0.04, -0.10], [0.20, -0.03, 0.07], [-0.08, 0.02, 0.05], [-0.03, -0.01, -0.04], [0.12, 0.05, 0.02], [-0.03, 0.02, 0.05], [0.03, -0.02, 0.03], [-0.01, -0.01, 0.03], [0.01, 0.00, -0.02], [0.01, 0.00, -0.01], [-0.03, 0.01, 0.01], [-0.02, 0.02, 0.02], [0.01, 0.02, -0.02], [0.03, -0.02, -0.01], [-0.02, 0.01, -0.01], [-0.01, 0.00, -0.01], [0.02, 0.02, 0.01], [0.00, 0.02, 0.00], [0.00, 0.00, 0.00], [-0.01, -0.02, 0.00], [-0.01, 0.00, -0.01], [-0.01, 0.02, -0.02], [0.00, 0.01, 0.00], [-0.02, 0.01, -0.02], [-0.03, -0.02, 0.05], [0.05, -0.01, 0.01], [-0.03, 0.03, -0.04], [0.04, -0.03, -0.01], [-0.06, 0.06, 0.21], [0.18, -0.01, -0.19], [-0.04, 0.02, -0.03], [0.00, -0.01, 0.00], [0.01, 0.00, 0.00], [0.00, 0.00, 0.00], [0.00, 0.00, 0.00], [-0.01, 0.00, 0.00], [0.02, 0.00, 0.00], [0.00, 0.00, 0.00], [0.00, 0.00, 0.00], [-0.01, 0.00, 0.00]], "mulliken_charge": [-1.199, -0.552, -1.119, -1.694, 1.843, 1.085, -1.090, -0.868, -0.600, -0.749, -1.013, 1.007, 1.165, -1.021, -0.757, -1.228, 1.020, 0.456, -0.518, -0.843, -0.778, -1.147, -0.549, 1.405, 1.271, -1.516, -0.642, 0.545, -0.121, 0.479, 0.478, 0.212, 0.647, 0.356, 0.427, 0.392, 0.411, 0.490, -0.037, 0.796, 0.559, 0.226, -0.076, 0.728, 0.382, 0.426, 0.407, 0.446, 0.214, 0.833, 0.119, 0.393, 0.452, -1.285, 0.755, -0.929, -0.940, 0.067, -0.571, -0.796, 0.196, -0.905, 0.444, 0.153, 0.323, 0.644, 0.062, 0.432, 0.576, -0.175, 0.511, 0.561, 0.479, 0.318, 0.029, 0.416, -1.466, 0.836, -0.931, 0.942, -0.149, -0.643, -0.083, 0.102, -1.274, 0.373, 0.365, 0.353, 0.411, 0.252, 0.398, 0.293, 0.303], "charge": 2, "e_above_lowest_kj_mol": 0.0, "homo_energy_ev": -12.7, "e_lumo_ha": -0.21735, "gap_ev": 6.76}

***

No. 2
{"formula": "C6H11NO", "method": "ωB97M-V/def2-TZVPD", "species": ["C", "C", "C", "C", "C", "C", "O", "N", "H", "H", "H", "H", "H", "H", "H", "H", "H", "H", "H"], "coordinates": [[-1.254343, -0.048213, -0.504322], [-2.530954, 0.643275, -0.158628], [2.673433, -0.325555, -1.368880], [1.500021, -0.555350, -0.468299], [0.670780, -0.313124, 1.720300], [-0.193123, 0.746752, 1.590564], [-1.321862, -1.390828, -0.385822], [1.586907, -0.580520, 0.779997], [-0.446614, -1.729048, -0.637651], [-0.737865, 0.338841, -1.370742], [0.617711, -0.989756, 2.565335], [-3.271024, 0.437157, -0.945051], [-2.930570, 0.293362, 0.790825], [-2.387278, 1.721596, -0.114211], [3.632052, -0.507409, -0.870936], [2.602375, -0.959654, -2.255713], [2.646064, 0.710818, -1.722843], [0.093353, 1.608281, 1.004136], [-0.949062, 0.899377, 2.351939]], "atomic_forces_ev_per_a": [[-0.43, 0.04, 0.33], [-0.02, -0.07, -0.07], [0.12, -0.14, -0.09], [0.16, -0.11, 0.06], [-0.13, 0.00, 0.06], [0.27, -0.11, -0.28], [0.13, 0.15, 0.03], [-0.09, 0.17, -0.08], [0.06, 0.06, -0.05], [0.16, 0.00, 0.12], [-0.05, -0.08, -0.09], [0.02, 0.01, 0.07], [-0.04, 0.00, -0.01], [0.02, 0.00, 0.02], [-0.08, 0.09, 0.00], [0.01, 0.08, 0.08], [-0.02, -0.06, 0.08], [-0.11, -0.06, -0.11], [0.02, 0.03, -0.06]], "mulliken_charge": [0.273, -1.265, -1.240, 0.137, 0.017, -0.914, -0.476, -0.281, 0.456, 0.338, 0.348, 0.370, 0.318, 0.337, 0.345, 0.273, 0.259, 0.358, 0.348], "charge": 0, "e_above_lowest_kj_mol": 520.5, "homo_energy_ev": [-6.8, -7.1], "e_lumo_ha": [-0.00503, 0.02113], "gap_ev": [6.63, 7.72]}

***

Respective calculated total energy values: -85057.7612 -9933.0597 eV.